1.
{
  "formula": "C51H47N3O8P2S2Sr",
  "method": "ωB97M-V/def2-TZVPD",
  "total_charge": 0,
  "homo_ha": -0.273,
  "gap_ev": 7.1,
  "e_lumo_ev": -0.36,
  "symbols": ["Sr", "C", "C", "C", "C", "C", "C", "C", "S", "O", "O", "N", "C", "C", "C", "C", "C", "C", "C", "C", "N", "C", "H", "H", "H", "H", "H", "H", "H", "H", "H", "H", "H", "H", "H", "O", "P", "C", "P", "O", "C", "C", "C", "C", "C", "C", "C", "C", "C", "C", "C", "C", "C", "C", "C", "C", "C", "C", "C", "C", "C", "C", "C", "C", "H", "H", "H", "H", "H", "H", "H", "H", "H", "H", "H", "H", "H", "H", "H", "H", "H", "H", "H", "H", "H", "H", "C", "C", "C", "C", "C", "C", "C", "S", "O", "O", "N", "C", "C", "C", "O", "O", "H", "H", "H", "H", "H", "H", "H", "H", "H", "H", "H", "H"],
  "coordinates": [[0.1688, 0.3104, 0.0409], [-8.0991, 0.0875, -1.5471], [-6.6235, 0.3837, -1.4811], [-5.7307, -0.5692, -0.9877], [-4.3825, -0.2885, -0.8606], [-3.9154, 0.9651, -1.2438], [-4.7758, 1.9240, -1.7525], [-6.1273, 1.6224, -1.8710], [-2.2253, 1.3506, -0.9425], [-1.4293, 0.3112, -1.6182], [-1.9982, 2.6933, -1.4228], [-1.9671, 1.1613, 0.6030], [-2.1167, 2.2617, 1.4709], [-3.0551, 3.2838, 1.3166], [-3.0268, 4.3932, 2.1444], [-2.0475, 4.5036, 3.1190], [-1.1607, 3.4556, 3.3413], [-0.0697, 3.5953, 4.3164], [0.6922, 2.5622, 4.6395], [0.3493, 1.2110, 4.1202], [-0.4214, 1.1241, 2.8320], [-1.2497, 2.2933, 2.5693], [-8.2837, -0.9686, -1.7455], [-8.5875, 0.6739, -2.3253], [-8.5831, 0.3324, -0.5989], [-6.1026, -1.5459, -0.6957], [-3.6850, -1.0196, -0.4667], [-4.3818, 2.8851, -2.0559], [-6.8072, 2.3666, -2.2709], [-3.7806, 3.2265, 0.5163], [-3.7479, 5.1882, 2.0032], [-1.9580, 5.4032, 3.7173], [0.1235, 4.5842, 4.7164], [1.5281, 2.6537, 5.3216], [1.2321, 0.5752, 4.0377], [1.3574, -1.6146, 0.4833], [1.0471, -3.0484, 0.1611], [-0.1655, -3.6967, 1.3563], [-1.3672, -2.3632, 1.7234], [-1.6235, -1.6482, 0.4337], [-2.8612, -3.2121, 2.2789], [-3.3454, -3.1672, 3.5821], [-4.5067, -3.8530, 3.9200], [-5.1825, -4.5884, 2.9598], [-4.7101, -4.6302, 1.6520], [-3.5595, -3.9406, 1.3101], [-0.7629, -1.4331, 3.1428], [-0.1765, -2.1752, 4.0964], [0.0437, -1.7497, 5.4803], [-0.3306, -0.5348, 5.8662], [-0.7926, 0.4533, 4.8621], [-1.2417, -0.0062, 3.4431], [0.3535, -3.3104, -1.4656], [0.3613, -2.2662, -2.3918], [-0.1965, -2.4555, -3.6486], [-0.7427, -3.6827, -3.9905], [-0.7386, -4.7310, -3.0782], [-0.1976, -4.5445, -1.8172], [2.5139, -4.0559, 0.3869], [2.8539, -5.1313, -0.4288], [4.0277, -5.8353, -0.1942], [4.8677, -5.4581, 0.8433], [4.5384, -4.3795, 1.6554], [3.3627, -3.6812, 1.4339], [0.3670, -4.0960, 2.2149], [-0.7390, -4.5047, 0.8982], [-2.8214, -2.5972, 4.3391], [-4.8821, -3.8091, 4.9340], [-6.0839, -5.1252, 3.2264], [-5.2441, -5.1967, 0.9000], [-3.2095, -3.9430, 0.2829], [0.0747, -3.2069, 3.8893], [0.4563, -2.4659, 6.1786], [-0.2211, -0.2207, 6.8980], [-1.4895, 1.1810, 5.2748], [-2.3001, 0.0930, 3.1962], [0.7976, -1.2996, -2.1626], [-0.2100, -1.6336, -4.3519], [-1.1802, -3.8241, -4.9706], [-1.1610, -5.6904, -3.3482], [-0.2093, -5.3658, -1.1091], [2.2212, -5.4073, -1.2629], [4.2943, -6.6667, -0.8338], [5.7922, -5.9956, 1.0109], [5.2100, -4.0680, 2.4445], [3.1179, -2.8199, 2.0446], [4.2879, -3.7595, -4.8888], [4.7534, -2.9896, -3.6804], [3.8520, -2.5890, -2.6983], [4.2670, -1.8651, -1.5910], [5.6099, -1.5267, -1.4705], [6.5274, -1.9062, -2.4435], [6.0953, -2.6429, -3.5341], [6.1884, -0.6054, -0.0807], [6.0780, -1.4299, 1.0886], [7.4362, -0.0227, -0.4805], [5.1319, 0.6032, 0.1328], [4.8394, 1.5347, -0.9837], [3.7199, 2.4241, -0.4974], [2.4900, 1.5778, -0.2941], [1.9852, 1.5352, 0.8701], [2.0515, 0.9033, -1.2786], [3.2486, -4.0695, -4.7829], [4.8973, -4.6505, -5.0472], [4.3628, -3.1493, -5.7913], [2.8023, -2.8425, -2.8124], [3.5428, -1.5569, -0.8433], [7.5631, -1.6163, -2.3372], [6.8111, -2.9449, -4.2908], [4.2945, 0.2648, 0.5962], [4.5199, 0.9921, -1.8774], [5.7298, 2.1089, -1.2252], [3.5184, 3.2095, -1.2295], [3.9761, 2.8845, 0.4556]],
  "forces_ev_per_angstrom": [[0.845, -0.817, 1.315], [0.040, 0.003, -0.025], [-0.037, 0.002, 0.031], [-0.017, -0.031, -0.017], [-0.034, 0.035, -0.064], [-0.223, -0.137, 0.055], [0.005, -0.130, -0.031], [-0.014, 0.019, -0.016], [-0.912, 0.528, -0.321], [-1.092, 0.408, -0.580], [-0.065, 0.014, -0.056], [-1.114, 0.967, -0.043], [0.018, -0.564, -0.354], [0.049, 0.147, 0.027], [0.039, 0.000, 0.041], [-0.045, 0.066, -0.060], [0.105, -0.066, 0.159], [-0.151, 0.108, -0.125], [0.065, -0.142, 0.055], [-0.036, 0.058, -0.073], [-0.395, -0.003, -0.132], [0.155, -0.287, 0.262], [0.011, 0.009, -0.006], [0.011, -0.006, -0.001], [0.013, 0.000, 0.000], [-0.007, 0.026, 0.010], [-0.004, 0.044, -0.005], [-0.004, 0.002, 0.029], [0.014, -0.011, 0.013], [0.049, -0.005, 0.014], [0.019, 0.002, -0.011], [-0.020, -0.029, -0.009], [-0.024, -0.009, -0.007], [0.011, 0.003, -0.037], [0.003, -0.014, -0.044], [0.559, -1.166, 0.037], [0.114, 0.076, 0.509], [-0.105, 0.070, -0.014], [-0.097, -0.052, -0.550], [0.238, -0.257, 0.500], [-0.106, -0.068, 0.045], [0.017, -0.033, -0.006], [0.028, 0.021, -0.029], [0.008, 0.009, -0.026], [0.005, 0.007, 0.028], [-0.014, 0.072, 0.033], [-0.121, 0.335, 0.036], [0.106, 0.070, 0.259], [-0.014, -0.194, -0.210], [-0.047, 0.206, 0.002], [0.056, -0.030, -0.076], [0.204, -0.067, 0.024], [0.010, 0.046, -0.237], [-0.077, -0.082, 0.047], [0.002, 0.013, 0.045], [-0.003, -0.008, -0.024], [0.010, 0.009, 0.005], [-0.031, 0.061, -0.038], [0.163, -0.104, -0.030], [0.018, -0.014, 0.023], [-0.039, 0.050, -0.003], [-0.028, 0.030, 0.003], [-0.009, -0.014, -0.008], [-0.027, -0.054, -0.104], [-0.004, -0.060, 0.006], [0.026, -0.049, 0.054], [-0.006, -0.011, -0.003], [0.010, 0.002, -0.003], [0.007, 0.004, -0.008], [0.001, 0.009, 0.000], [0.014, -0.004, 0.015], [0.023, -0.022, 0.011], [0.000, -0.009, -0.025], [-0.018, 0.007, -0.016], [-0.034, 0.000, -0.014], [-0.037, 0.017, 0.008], [0.056, -0.096, 0.075], [0.002, -0.007, 0.010], [0.008, 0.001, 0.009], [-0.006, 0.013, 0.006], [0.003, 0.005, -0.002], [0.016, -0.001, -0.002], [-0.005, 0.013, -0.006], [-0.007, 0.007, 0.002], [-0.019, 0.026, -0.036], [0.023, 0.019, -0.019], [0.014, 0.030, 0.037], [0.023, 0.027, 0.009], [-0.037, -0.066, -0.068], [0.096, -0.001, 0.016], [-0.046, -0.157, -0.201], [-0.149, -0.038, 0.016], [-0.002, -0.023, -0.021], [0.083, 0.112, -0.142], [0.074, -0.099, 0.105], [0.071, -0.095, 0.138], [-0.192, 0.217, -0.355], [0.231, -0.242, 0.272], [0.039, 0.372, -0.096], [-0.223, -0.153, 0.136], [0.878, 0.528, -0.376], [0.677, 0.582, 0.013], [-0.009, -0.003, 0.014], [0.001, 0.004, 0.008], [0.007, 0.004, 0.013], [0.126, -0.001, 0.028], [0.074, 0.069, -0.063], [0.004, 0.007, -0.003], [-0.016, 0.008, 0.010], [0.008, 0.039, 0.142], [-0.021, 0.005, 0.003], [0.138, -0.060, 0.145], [-0.056, -0.108, -0.022], [0.074, 0.052, -0.057]],
  "lowdin_charge": [1.591, -0.054, -0.273, -0.035, -0.038, -0.275, -0.054, -0.037, 0.547, -0.475, -0.286, -0.279, -0.258, -0.021, -0.076, -0.050, -0.160, -0.027, -0.026, -0.205, 0.016, -0.121, 0.075, 0.075, 0.083, 0.109, 0.092, 0.114, 0.112, 0.100, 0.103, 0.107, 0.113, 0.110, 0.154, -0.486, 0.750, -0.256, 0.741, -0.391, -0.256, -0.061, -0.071, -0.077, -0.073, -0.080, -0.209, -0.074, -0.068, -0.027, -0.162, -0.161, -0.277, -0.078, -0.045, -0.063, -0.070, -0.095, -0.281, -0.074, -0.069, -0.063, -0.063, -0.072, 0.063, 0.066, 0.102, 0.107, 0.106, 0.106, 0.111, 0.093, 0.104, 0.117, 0.154, 0.154, 0.093, 0.120, 0.108, 0.106, 0.106, 0.096, 0.106, 0.108, 0.112, 0.114, -0.045, -0.259, -0.023, -0.042, -0.274, -0.043, -0.033, 0.613, -0.290, -0.288, -0.119, -0.199, -0.098, -0.703, -0.170, -0.163, 0.070, 0.080, 0.084, 0.092, 0.097, 0.112, 0.116, 0.103, 0.115, 0.121, 0.132, 0.124]
}

2.
{
  "formula": "C22H26N4O2",
  "method": "ωB97M-V/def2-TZVPD",
  "smiles": "CC(C)Cc1nc(N2CCN(C(=O)c3ccco3)CC2)c(C#N)c2c1CCC2",
  "total_charge": 0,
  "homo_ha": -0.305,
  "gap_ev": 8.2,
  "e_lumo_ev": -0.13,
  "symbols": ["C", "C", "C", "C", "C", "N", "C", "N", "C", "C", "N", "C", "O", "C", "C", "C", "C", "O", "C", "C", "C", "C", "N", "C", "C", "C", "C", "C", "H", "H", "H", "H", "H", "H", "H", "H", "H", "H", "H", "H", "H", "H", "H", "H", "H", "H", "H", "H", "H", "H", "H", "H", "H", "H"],
  "coordinates": [[1.3676, 4.3649, 0.1526], [1.3904, 2.8386, -0.2669], [1.8045, 2.4497, -1.8324], [2.2985, 2.0886, 0.7327], [2.1110, 0.8482, 0.5821], [0.8778, 0.2058, 0.7109], [0.7773, -1.3775, 0.5840], [-0.4850, -1.5188, 1.0696], [-1.1670, -2.7577, 0.2865], [-1.9613, -2.3435, -0.7561], [-2.7564, -1.1384, -0.5432], [-4.2155, -1.3900, -0.5721], [-4.6609, -2.4130, -1.3755], [-5.2308, -0.3152, 0.0146], [-5.2796, 0.2195, 1.1762], [-6.4968, 0.9606, 1.2453], [-6.8946, 0.9919, -0.4499], [-6.0256, 0.0444, -0.9479], [-2.1933, -0.1516, 0.2229], [-1.5035, -0.6151, 1.2724], [1.8015, -2.0664, 0.5942], [1.5920, -3.4220, 0.3276], [1.7842, -4.5882, 0.1831], [3.0197, -1.4658, 0.0559], [3.1137, -0.0085, 0.2321], [4.7208, 0.1471, -0.0634], [5.1158, -1.1881, -0.8874], [4.3837, -2.3061, -0.3294], [1.1227, 4.5362, 1.0789], [0.8134, 4.9769, -0.6463], [2.3817, 4.7027, 0.0649], [0.2725, 2.4923, -0.2042], [1.0466, 3.0289, -2.3247], [1.7014, 1.4350, -1.7367], [2.7580, 3.0452, -1.9643], [3.3132, 2.5104, 0.5527], [2.1364, 2.4385, 1.6612], [-0.5051, -3.5413, 0.2742], [-1.8249, -3.3262, 1.1909], [-2.4476, -2.9153, -1.2295], [-1.1905, -1.8991, -1.7546], [-4.7405, -0.1177, 2.0902], [-6.8250, 1.6330, 1.8446], [-7.7223, 1.0849, -0.7017], [-2.9555, 0.7563, 0.3529], [-1.5319, 0.2518, -0.5430], [-0.9124, 0.2814, 1.8827], [-2.1948, -1.1638, 2.0883], [4.5588, 1.1685, -0.6362], [5.1129, 0.3990, 0.7141], [6.1206, -1.1462, -0.8030], [5.1729, -1.0256, -2.0042], [4.2627, -3.1317, -1.0676], [4.7886, -2.5673, 0.4020]],
  "forces_ev_per_angstrom": [[1.404, -1.464, -7.641], [-2.359, 1.077, -0.607], [0.253, 5.498, 4.026], [1.556, 11.547, -2.085], [-3.986, -14.681, -0.622], [2.679, -1.140, -1.133], [-7.586, 14.783, 3.802], [-0.771, -7.604, -3.534], [-0.423, -0.252, 8.989], [6.924, 11.496, -1.568], [-6.816, -4.132, -0.228], [0.133, -3.506, -4.342], [2.271, 5.821, 5.042], [5.012, -5.235, -5.651], [-2.421, 1.593, 6.042], [1.893, -3.166, -11.035], [15.396, -3.002, 11.631], [-2.999, 1.961, 0.148], [-3.245, 6.288, -5.537], [3.038, 1.597, 10.832], [7.491, -4.507, -3.758], [2.629, -6.617, 0.251], [-1.202, 3.950, 0.285], [-0.467, 1.198, 2.257], [5.470, -7.099, -1.936], [-8.751, 0.130, -11.050], [-0.103, 4.847, -1.511], [-9.046, 4.723, -10.842], [-2.059, 0.750, 4.988], [0.402, -0.791, 1.500], [0.865, 0.405, -0.109], [2.142, 0.217, 0.278], [-0.428, -0.491, -0.997], [0.354, -2.512, -1.118], [-0.546, -1.648, -0.327], [-0.234, -0.850, -0.217], [-1.185, 1.155, 3.510], [1.714, -1.425, -1.440], [0.898, 1.814, -2.078], [-6.939, -8.489, -5.944], [-1.486, -1.332, 2.670], [-0.096, 0.468, -1.129], [-2.187, 4.010, 4.192], [-13.283, 1.611, -5.282], [1.580, -2.172, 0.276], [0.957, 0.874, 0.376], [-2.044, -1.955, -1.465], [1.071, 1.236, -1.667], [1.582, -1.960, 0.211], [5.306, 2.041, 9.071], [3.721, -0.984, 1.120], [-1.523, -0.065, 0.961], [-0.401, 0.537, 0.772], [5.844, -4.547, 11.625]],
  "lowdin_charge": [-0.056, -0.316, -0.005, -0.193, -0.375, 0.212, -0.196, -0.027, -0.098, -0.156, -0.041, -0.085, -0.052, -0.324, -0.096, 0.126, 0.116, 0.068, -0.284, -0.294, -0.173, -0.184, 0.180, 0.052, -0.038, -0.026, -0.175, -0.062, 0.005, 0.109, 0.063, 0.145, 0.057, 0.027, 0.097, 0.156, 0.114, 0.049, 0.199, 0.000, 0.230, 0.143, -0.002, -0.040, 0.186, 0.136, 0.183, 0.174, 0.135, -0.009, 0.061, 0.139, 0.147, -0.002]
}

3.
{
  "formula": "C3H11N2S2",
  "method": "ωB97M-V/def2-TZVPD",
  "total_charge": 1,
  "homo_ha": [-0.455, -0.455],
  "gap_ev": [8.3, 8.3],
  "e_lumo_ev": [-4.10, -4.10],
  "symbols": ["C", "C", "C", "N", "N", "S", "S", "H", "H", "H", "H", "H", "H", "H", "H", "H", "H", "H"],
  "coordinates": [[1.1394, -0.7099, 1.7223], [0.4886, 0.5036, 1.2250], [-0.1517, -0.0135, -1.0315], [0.8203, -0.8431, -1.5542], [-1.4383, -0.7314, -0.8052], [-1.7167, 2.3962, -0.3759], [-0.3838, 1.5777, -1.7861], [0.9830, -0.8895, 2.7458], [0.4932, -1.5483, 1.4625], [2.1181, -0.7806, 1.2992], [1.0688, 1.3855, 0.8812], [-0.4685, 0.7997, 1.5233], [0.8523, -0.8993, -2.5439], [1.7501, -0.5774, -1.1620], [-1.8728, -0.3350, 0.1068], [-1.9206, -0.6739, -1.7192], [-1.0293, -1.6855, -0.4670], [-0.7320, 3.0245, 0.4789]],
  "forces_ev_per_angstrom": [[-1.336, -0.165, -1.319], [0.570, 0.290, -3.763], [1.040, 2.186, 3.700], [1.461, -0.064, 1.396], [1.547, -1.249, 2.617], [1.688, 0.946, 0.495], [-0.765, 0.319, 0.449], [0.864, 0.591, 1.954], [0.225, -0.480, -0.895], [0.667, -0.559, 0.400], [-0.126, -0.809, 0.453], [-1.336, 0.127, 0.748], [0.183, -0.130, -1.149], [-1.011, -0.530, -0.755], [0.012, -0.308, -2.571], [-0.785, -0.676, 0.948], [-1.467, 1.390, -1.446], [-1.431, -0.881, -1.260]],
  "lowdin_charge": [-0.120, -0.030, -0.866, 0.033, 0.119, 0.362, 0.545, 0.079, 0.078, 0.083, 0.085, 0.011, 0.079, 0.121, 0.154, 0.158, 0.197, -0.092]
}

Relative energy (zero: lowest compared OMol25 entry of this formula, charge and spin) readings, ordered: 1.6081; 22.5324; 4.2486 eV